(1)
4 unconnected molecules or ions with the total composition C16H26FN4O10, computed with ωB97M-V/def2-TZVPD.

Element x y z (Å)
C 1.090 0.548 -0.364
C 0.587 1.165 -1.671
C 0.607 0.244 -2.872
O 0.074 -1.082 -2.489
C -1.129 -1.098 -2.002
N -1.426 -1.168 -0.723
C -2.759 -1.146 -0.647
N -3.448 -1.146 0.478
C -4.902 -1.082 0.575
C -5.606 -2.378 0.227
F -5.139 -0.742 1.877
N -3.300 -1.096 -1.889
N -2.240 -1.059 -2.767
H 0.376 0.739 0.437
H 1.174 -0.538 -0.445
H 2.061 0.929 -0.055
H 1.133 2.075 -1.932
H -0.458 1.482 -1.543
H -0.026 0.653 -3.666
H 1.584 0.027 -3.300
H -2.899 -1.165 1.338
H -5.254 -0.247 -0.046
H -6.499 -2.455 0.851
H -4.967 -3.238 0.429
H -5.943 -2.396 -0.811
H -4.258 -1.083 -2.196
H -2.338 -1.030 -3.769
C 4.852 1.458 -2.503
C 5.705 2.680 -2.813
O 4.746 3.573 -3.396
C 3.519 3.232 -2.965
O 2.521 3.857 -3.136
O 3.560 2.045 -2.310
H 5.148 0.931 -1.601
H 4.802 0.763 -3.342
H 6.107 3.142 -1.912
H 6.504 2.497 -3.524
C 1.018 1.064 4.153
C 0.135 2.184 3.627
O 1.054 2.928 2.814
C 2.057 2.111 2.437
O 2.837 2.350 1.569
O 2.009 0.948 3.126
H 0.500 0.117 4.273
H 1.513 1.332 5.087
H -0.666 1.811 2.986
H -0.273 2.825 4.402
C 0.531 -2.767 2.357
C -0.701 -3.481 1.827
O -1.680 -2.430 1.835
C -1.040 -1.244 1.796
O -1.593 -0.199 1.620
O 0.284 -1.405 1.970
H 1.460 -3.105 1.909
H 0.611 -2.807 3.444
H -0.571 -3.819 0.798
H -1.042 -4.305 2.445

Results
- Charge: +1
- HOMO level: -12.9 eV
- Molecular weight: 453.40 g/mol
- Energy: -1696.3382 hartree
- Multiplicity: 1


(2)
A molecular structure, C16H26IO4P2Pt, computed with ωB97M-V/def2-TZVPD.

Element x y z (Å)
C -5.524 -0.723 -2.827
C -4.296 -0.882 -1.953
H -6.220 -1.547 -2.632
H -5.253 -0.740 -3.894
H -6.039 0.226 -2.616
O -4.038 -1.747 -1.150
I -2.818 0.800 -2.300
Pt -0.107 -0.026 -0.023
P -1.202 1.291 1.551
C -0.768 0.953 3.273
C -0.659 2.981 1.169
H -1.381 3.727 1.534
H -3.536 1.913 2.057
H -0.532 3.070 0.080
H -3.278 1.358 0.356
H 0.322 0.845 3.303
H 0.317 3.125 1.660
C -3.011 1.188 1.414
H -1.105 1.749 3.956
H -3.326 0.170 1.680
H -1.223 0.004 3.582
P 0.844 -1.216 -1.772
C 2.003 -2.506 -1.257
C -0.405 -1.989 -2.843
H 1.134 0.828 -2.977
H 2.236 -0.436 -3.607
H 2.573 0.363 -2.029
C 1.792 -0.002 -2.706
H -1.126 -1.218 -3.164
H 0.045 -2.466 -3.727
H 2.543 -2.923 -2.117
H 1.462 -3.317 -0.760
H -0.954 -2.745 -2.264
H 2.713 -2.073 -0.543
C -1.224 -1.430 0.345
O -1.859 -2.341 0.672
O 1.994 0.381 1.987
C 2.321 1.034 0.982
O 1.557 1.193 -0.096
C 3.641 1.758 0.912
C 3.991 2.488 -0.238
C 5.243 3.120 -0.311
C 6.142 3.015 0.753
C 5.779 2.312 1.906
C 4.544 1.671 1.980
H 3.250 2.572 -1.035
H 5.527 3.689 -1.205
H 7.116 3.505 0.702
H 6.497 2.263 2.725
H 4.252 1.122 2.879

Results
- Charge: +3
- HOMO level (spin up / spin down): -13.5 / -18.1 eV
- Relative energy (zero: lowest compared OMol25 entry of this formula, charge and spin): 37.3 kJ/mol
- Molecular weight: 666.31 g/mol
- Energy: -2024.7596 hartree
- Multiplicity: 5


(3)
A molecular structure, C16H26IrN6O6, computed with ωB97M-V/def2-TZVPD.

Element x y z (Å)
O 0.269 -0.362 -4.840
H 0.657 0.308 -4.132
Ir -0.491 0.181 -0.729
N -0.307 1.807 0.444
N 1.060 1.260 -1.677
N -1.725 -0.758 0.546
N -0.715 -1.724 -1.683
O -1.031 2.014 1.530
O -2.153 -0.219 1.695
O -0.094 -2.210 -2.622
O 1.853 0.849 -2.577
C 1.420 2.424 -1.044
C 0.618 2.729 0.083
C -2.061 -2.026 0.252
C -1.507 -2.596 -0.908
C 0.825 3.782 1.099
H 1.090 3.343 2.075
H -0.120 4.312 1.219
H 1.580 4.479 0.750
C 2.665 3.098 -1.499
H 2.554 3.376 -2.559
H 3.554 2.444 -1.373
H 2.792 4.010 -0.922
C -2.760 -2.808 1.292
C -1.534 -4.024 -1.312
H -3.408 -2.140 1.843
H -2.058 -3.272 1.999
H -3.367 -3.561 0.797
H -0.888 -4.178 -2.177
H -2.568 -4.297 -1.544
H -1.201 -4.663 -0.487
H -1.719 0.803 1.627
H -0.366 -0.634 -4.015
C -2.339 1.223 -1.359
H -1.918 2.338 -1.285
H -2.973 0.748 -0.682
H -2.570 0.938 -2.336
O -4.475 2.925 -2.000
H -5.379 2.564 -1.793
H -4.384 3.671 -1.404
N 2.923 -1.727 0.260
C 2.004 -1.262 -0.552
N 1.082 -0.656 0.190
C 1.444 -0.694 1.553
C 0.902 -0.173 2.739
C 1.593 -0.454 3.923
C 2.787 -1.194 3.917
C 3.330 -1.673 2.726
C 2.644 -1.404 1.565
H 3.750 -2.248 -0.080
H 1.952 -1.371 -1.640
H -0.008 0.420 2.732
H 1.211 -0.096 4.872
H 3.310 -1.387 4.861
H 4.247 -2.236 2.641

Results
- Charge: +1
- HOMO level (spin up / spin down): -9.5 / -12.0 eV
- Relative energy (zero: lowest compared OMol25 entry of this formula, charge and spin): 216.5 kJ/mol
- Molecular weight: 590.64 g/mol
- Energy: -1509.0089 hartree
- Multiplicity: 5


(4)
2 unconnected molecules or ions with the total composition C16H26N2O5P, computed with ωB97M-V/def2-TZVPD.

Element x y z (Å)
C -0.574 1.242 5.241
P 0.866 1.173 4.099
O 1.928 2.177 4.852
C 1.460 -0.516 4.475
C 0.883 -1.597 3.940
O 0.016 -1.530 2.881
N 0.752 -1.912 1.636
O 0.250 -2.831 1.168
C 1.144 -2.935 4.567
O 0.995 -3.976 3.971
C 1.600 -2.870 5.985
C 2.414 -1.889 6.355
C 2.637 -0.815 5.347
O 3.705 -0.265 5.156
H -1.367 1.805 4.774
H -0.931 0.232 5.409
H -0.250 1.678 6.179
H 2.814 1.997 4.525
H 1.291 -3.648 6.659
H 2.892 -1.852 7.315
C -1.122 -0.205 -0.245
C 0.126 0.472 -0.806
C -0.166 1.761 -1.575
C -1.014 1.672 -2.836
N -0.448 0.862 -3.980
C -0.744 -0.617 -3.826
C -2.142 -0.787 -4.378
C -2.123 0.095 -5.623
C -1.178 1.249 -5.275
C 1.013 1.101 -4.150
H -1.875 -0.406 -1.014
H -0.862 -1.150 0.207
H -1.585 0.419 0.521
H 0.692 -0.234 -1.422
H 0.786 0.721 0.027
H 0.775 2.265 -1.803
H -0.696 2.444 -0.905
H -1.132 2.684 -3.220
H -2.009 1.282 -2.628
H -0.015 -1.154 -4.430
H -0.643 -0.911 -2.787
H -2.887 -0.437 -3.662
H -2.367 -1.827 -4.603
H -3.115 0.447 -5.897
H -1.733 -0.458 -6.477
H -1.701 2.186 -5.112
H -0.430 1.397 -6.048
H 1.543 0.713 -3.286
H 1.181 2.170 -4.258
H 1.343 0.577 -5.042

Results
- Charge: +1
- HOMO level: -10.3 eV
- Relative energy (zero: lowest compared OMol25 entry of this formula, charge and spin): 91.9 kJ/mol
- Molecular weight: 357.37 g/mol
- Energy: -1451.9542 hartree
- Multiplicity: 1


(5)
A molecular structure, C16H27AlN11, computed with ωB97M-V/def2-TZVPD.

Element x y z (Å)
Al -0.444 0.370 -1.849
C -0.243 -1.755 -2.016
C -0.578 -1.223 -3.311
C 0.452 -0.321 -3.695
C 1.436 -0.291 -2.646
C 1.020 -1.206 -1.631
C 1.822 -1.612 -0.434
C 2.735 0.457 -2.671
C 0.515 0.432 -4.989
C -1.780 -1.584 -4.127
C -1.003 -2.809 -1.268
H 1.188 -1.957 0.381
H 2.431 -0.793 -0.057
H 2.488 -2.434 -0.708
H 3.516 -0.159 -3.120
H 3.063 0.726 -1.667
H 2.663 1.371 -3.258
H -0.475 0.752 -5.308
H 0.939 -0.205 -5.768
H 1.144 1.318 -4.911
H -2.119 -0.743 -4.728
H -2.613 -1.903 -3.502
H -1.536 -2.412 -4.797
H -2.063 -2.793 -1.519
H -0.910 -2.686 -0.189
H -0.622 -3.801 -1.518
N -2.109 2.846 -0.396
C -1.181 2.183 0.340
N -0.888 2.445 1.599
N 0.078 1.559 1.905
N 0.351 0.790 0.924
N -0.444 1.151 -0.120
C -2.365 2.558 -1.715
N -3.231 3.196 -2.456
N -3.152 2.587 -3.664
N -2.303 1.641 -3.658
N -1.753 1.576 -2.402
H -2.594 3.626 0.016
N 0.369 0.827 5.601
C -0.835 0.299 4.860
C -0.521 -1.107 4.359
N 0.692 -1.191 3.569
C 1.834 -0.626 4.259
C 1.608 0.802 4.739
H 0.527 0.257 6.435
H 0.189 1.778 5.921
H -1.010 0.991 4.038
H -1.678 0.316 5.550
H -1.368 -1.456 3.769
H -0.432 -1.787 5.214
H 0.568 -0.749 2.664
H 2.701 -0.633 3.599
H 2.083 -1.267 5.113
H 1.399 1.469 3.905
H 2.436 1.179 5.338

Results
- Charge: +1
- HOMO level: -11.4 eV
- Relative energy (zero: lowest compared OMol25 entry of this formula, charge and spin): 0.0 kJ/mol
- Molecular weight: 400.45 g/mol
- Energy: -1470.4869 hartree
- Multiplicity: 1


(6)
5 unconnected molecules or ions with the total composition C16H27BNO15, computed with ωB97M-V/def2-TZVPD.

Element x y z (Å)
O -2.636 1.446 -0.275
B -1.315 1.140 -0.131
O -0.392 1.711 -0.992
O -0.918 0.321 0.922
C -0.044 -0.735 0.667
C -0.493 -1.873 -0.249
C 0.217 -1.632 -1.581
C 1.545 -0.979 -1.224
N 1.315 -0.318 0.125
H -3.150 0.656 -0.472
H -0.338 1.259 -1.843
H 0.160 -1.168 1.643
H -1.576 -1.903 -0.331
H -0.161 -2.800 0.215
H -0.398 -0.927 -2.141
H 0.355 -2.529 -2.174
H 2.364 -1.681 -1.124
H 1.752 -0.216 -1.966
H 1.394 0.692 0.024
H 2.002 -0.700 0.796
C 0.636 2.980 -5.687
C -0.168 2.997 -4.397
O 0.030 1.653 -3.920
C 1.181 1.173 -4.451
O 1.694 0.162 -4.084
O 1.643 1.991 -5.400
H 1.106 3.929 -5.920
H 0.051 2.643 -6.542
H 0.236 3.693 -3.662
H -1.226 3.192 -4.537
C -4.609 -0.149 1.967
C -5.773 -1.006 2.433
O -6.021 -1.826 1.279
C -4.902 -1.889 0.542
O -4.716 -2.607 -0.385
O -3.977 -1.000 0.997
H -3.908 0.110 2.754
H -4.940 0.761 1.466
H -5.509 -1.653 3.269
H -6.661 -0.436 2.685
C 1.163 4.202 1.302
C 1.640 3.040 2.148
O 2.451 3.686 3.122
C 2.049 4.987 3.226
O 2.411 5.737 4.061
O 1.174 5.284 2.228
H 0.167 4.061 0.889
H 1.855 4.432 0.489
H 0.818 2.524 2.651
H 2.231 2.320 1.584
C 2.533 -5.122 2.580
C 3.610 -5.110 1.510
O 3.465 -3.778 0.967
C 2.897 -3.012 1.898
O 2.813 -1.811 1.820
O 2.443 -3.722 2.924
H 2.788 -5.705 3.458
H 1.564 -5.444 2.200
H 4.615 -5.203 1.919
H 3.465 -5.849 0.730

Results
- Charge: +1
- HOMO level: -13.0 eV
- Molecular weight: 484.20 g/mol
- Energy: -1834.0552 hartree
- Multiplicity: 1